Record 1
Below is a cluster of 5 separate species, C15H30Br4O5 in total, with properties calculated with wB97M-V/def2-TZVPD.

The geometry in ORCA input format:
```
! RIJCOSX wB97M-V def2-TZVPD def2/J DEFGRID3
* xyz 0 1
H 0.5383 -2.2582 2.5683
O 0.0059 -4.1164 1.8588
H 2.2430 -4.7355 3.1577
H 0.9948 2.8021 0.9282
Br 3.2998 -1.0399 -1.8548
C -3.0805 5.2963 -1.0254
H 1.1114 -4.1400 4.3599
O -2.3369 2.9467 -2.0912
O -0.4047 -2.9815 -0.0643
H -1.2163 -5.7996 0.1831
H -0.4844 3.2827 -3.8332
Br -0.2973 0.3181 0.8220
H 1.1689 0.4699 -1.8200
H 1.1763 -4.7308 -4.6284
H 1.5553 2.4207 5.0056
H -3.9119 4.9486 -1.6408
H -2.6437 7.1054 0.0582
H 0.1129 2.6946 4.0931
C -0.2749 3.8072 -2.8998
C 0.8236 -4.5952 -3.6142
H -0.0549 3.5651 1.9447
C -1.7222 -4.8919 0.4905
H 1.1420 1.3320 3.6359
H 0.4325 3.1720 -2.3666
H -0.4866 -5.4339 -2.1134
O -1.8292 5.1184 -1.7057
O 3.0358 3.4912 3.0371
Br -0.4229 -3.0369 -3.5635
H -2.4254 -4.9578 1.3223
H 1.4577 4.4474 1.3944
H -3.0549 4.7620 -0.0760
H -3.1042 7.4273 -1.6382
H 1.7028 -3.1076 1.4791
H 2.4750 -3.2287 3.9884
H 2.2127 0.3064 0.5531
H 1.5727 -1.3251 0.5543
H -4.2631 6.9377 -0.3910
C -1.5783 3.8724 -2.1621
C -0.6737 -3.8145 0.7702
C 1.7141 -3.8422 3.4991
C 1.0261 -3.2064 2.3331
C 1.1461 2.3610 3.9948
H 0.6863 -1.1626 -1.6539
H 0.1568 4.7766 -3.1269
C 1.4297 -0.3275 0.1438
Br 1.3572 -7.1541 -2.5966
C -3.2541 6.7713 -0.7861
H -2.3776 -4.4797 -0.2804
H -0.6913 -6.2407 -3.6697
C 1.0172 3.5127 1.7570
C 1.8639 3.2262 2.9907
C 1.4687 -0.4700 -1.3528
H 1.6439 -4.3563 -2.9471
C 0.0175 -5.7388 -3.0215
*
```

Output
* structure (SMILES): CCOC(C)=O.CCOC(C)=O.CC(C)=O.BrCCBr.BrCCBr
* energy above the lowest of the compared OMol25 structures with the same formula, charge and spin: 75.9 kJ/mol
* orbital gap: 0.3708 Ha


Record 2
Below is a structure of composition C15H30BrNOP2Ti, with properties calculated with wB97M-V/def2-TZVPD.

The geometry in ORCA input format:
```
! RIJCOSX wB97M-V def2-TZVPD def2/J DEFGRID3
* xyz 0 1
H 1.5743 -2.2350 3.4980
H -1.9163 1.5132 1.9724
H 2.6061 1.1375 4.0611
C 3.3041 -0.0042 -0.6847
H -2.2408 0.9465 -5.2315
P 2.0124 -1.1872 -1.2010
H 1.3489 -1.7664 -3.4526
C -3.7899 -0.1299 -0.1118
H -3.4603 0.8545 2.5871
Br -0.0711 -0.5257 5.6494
C -1.3769 0.8219 -3.2729
H -1.0658 4.6936 -3.4343
Ti -0.0913 -0.5050 -0.0389
H 2.0689 1.8020 2.4937
H -3.4203 0.6075 -0.8338
H 2.8404 -1.6904 2.3634
O 0.6735 -0.2538 1.8191
H -1.4523 -0.2683 -3.2066
N -0.4068 0.8508 -1.0792
H -4.0167 -2.0638 2.1385
H 1.6494 -0.0226 -3.2899
H 3.8139 -2.8090 -1.0331
H 3.0380 -1.1538 -3.4048
H -4.6053 0.3123 0.4743
C 2.7345 -2.8108 -0.8309
H 2.9101 -1.1953 4.0694
H 3.2569 0.1736 0.3974
H -2.0649 3.4456 -5.3461
C -0.8117 1.5264 -2.1657
C -1.8117 1.5073 -4.4003
C 1.7711 1.1829 3.3547
H 1.1609 -0.3148 4.8038
H 2.2384 -3.5762 -1.4412
C 2.2316 -1.3967 3.2329
H -2.3170 -2.3966 2.6196
C 1.3807 -0.1958 2.9077
C -0.6982 2.9421 -2.2597
C -1.7125 2.9035 -4.4655
H -1.8922 0.2255 3.1965
H 0.9167 1.6790 3.8332
C -2.9823 -2.1628 1.7783
H 3.1446 0.9526 -1.1975
H -4.1634 -0.9973 -0.6699
C -1.1535 3.6089 -3.3883
P -2.4199 -0.6359 0.9692
H 4.2921 -0.4035 -0.9499
H -0.2540 3.4574 -1.4069
H -2.9259 -2.9819 1.0487
H 2.5595 -3.0463 0.2279
C 2.0200 -1.0178 -3.0130
C -2.4261 0.6024 2.3138
*
```

Output
* energy above the lowest of the compared OMol25 structures with the same formula, charge and spin: 94.7 kJ/mol
* orbital gap (spin up / spin down): 0.1717 / 0.1697 Ha


Record 3
Below is a structure of composition C15H30IrN6S2, with properties calculated with wB97M-V/def2-TZVPD.

The geometry in ORCA input format:
```
! RIJCOSX wB97M-V def2-TZVPD def2/J DEFGRID3
* xyz 3 5
C 0.8260 0.0250 -2.0671
C 2.8928 -0.2025 -3.9791
H 1.7259 1.1412 -5.1590
H 5.8258 -0.0430 0.4428
C 4.1408 1.8625 -1.1387
H -3.4230 -3.3305 1.0124
H -0.2304 2.3800 -4.2254
N 3.1672 2.0047 -0.0497
H -2.3137 1.3089 -4.5652
C -1.8979 -0.5848 -3.9147
C 2.9090 1.0390 0.9064
H 3.6805 -0.2807 -4.7188
H 2.8975 3.9791 -0.5789
H -0.1301 -0.0857 -5.9357
Ir -0.1276 0.1864 -0.2254
H 4.4642 -1.6614 1.9438
N -3.6585 -2.3528 1.0811
H -2.6005 1.6555 0.3632
H -1.8445 1.1882 1.7364
H -4.5933 -2.1238 1.3855
N 3.9254 0.2337 1.3161
C -0.4838 1.4856 -3.6601
C 2.2977 3.1609 -0.1783
N -2.1470 0.8715 0.8177
H 3.7947 -1.5970 -2.6149
S -1.1396 -1.9376 0.4597
C 5.3618 0.5513 1.2342
H 1.8673 3.4234 0.7819
H 3.6037 -0.6924 3.1619
H -3.9865 0.0951 1.3528
C -2.7244 -1.4458 0.8568
C 3.6435 -0.9630 2.1008
H -0.8325 1.4925 -6.3892
H 3.6602 2.2210 -2.0500
H 5.8158 0.2592 2.1805
H 4.4368 0.8289 -1.2752
H -1.8143 0.0131 -6.4861
H 5.0107 2.4993 -0.9488
N -1.4836 0.7192 -4.5222
H 1.5011 2.9179 -0.8875
C -1.0282 0.5236 -5.9363
H 1.9871 -1.4381 -0.9698
H 5.5395 1.6069 1.0790
S 1.3592 0.8889 1.6073
N -3.0851 -0.1541 0.9717
C 0.7386 0.6872 -3.2982
C 2.9586 -0.9296 -2.7960
C 1.9348 -0.8155 -1.8615
C 1.7808 0.5877 -4.2264
H -1.0697 -1.2827 -3.9869
H -1.0248 1.7697 -2.7610
H -2.1512 -0.4301 -2.8692
H 2.6913 -1.3936 1.8143
H -2.7560 -0.9656 -4.4618
*
```

Output
* orbital gap (spin up / spin down): 0.2643 / 0.1532 Ha


Record 4
Below is a cluster of 4 separate species, C15H30N3O2PS in total, with properties calculated with wB97M-V/def2-TZVPD.

The geometry in ORCA input format:
```
! RIJCOSX wB97M-V def2-TZVPD def2/J DEFGRID3
* xyz 0 1
H 2.9063 -0.5305 1.6213
H 2.5986 0.4905 -2.1650
H 1.0362 1.7944 4.1780
C 2.6362 -3.0071 -5.5391
C 1.4776 -3.8411 -5.8659
H -6.4158 -2.7349 1.1622
H 2.9708 -3.1685 -4.5120
H 1.0969 1.6770 1.5093
H -0.6247 1.4045 -1.5554
H -1.5957 1.0932 0.5306
H 0.9712 1.6011 -0.6562
H -0.3013 -0.7886 -2.2857
H -0.1993 3.5387 -3.5618
H -4.5317 -1.5035 3.5972
C -0.6864 0.4089 0.4347
H -4.9688 -1.9411 0.5514
C -2.6053 -1.1057 4.3994
H -6.4809 -1.8216 -0.3402
H 0.7761 -0.7665 1.9666
H -3.8176 0.0114 3.0589
C 2.7082 0.2242 3.8018
C 0.9133 3.7103 -3.3939
H 1.2813 4.3793 -4.2521
C 1.7740 2.3592 -3.5350
C 0.6190 -0.4245 -1.7158
C -3.9135 -0.6611 3.9142
H 1.1483 4.2723 -2.4354
C -6.0502 -1.8349 0.6631
C 3.4431 0.1181 2.3882
N -1.5772 -1.4550 4.7785
H 3.4837 -3.2224 -6.1933
O 1.0868 1.1309 -3.5921
C 1.7034 0.1163 -2.7595
C -6.3971 -0.6256 1.4131
H -1.1020 -0.6578 0.3165
C 1.1847 0.7347 3.7557
H -0.9358 0.9590 2.7184
O 3.0050 2.4968 -3.6069
C 0.1229 0.8687 -0.8705
P 0.3178 0.5948 2.0678
H 2.7312 -0.7717 4.3725
H -4.4681 -0.1251 4.6870
H 2.1060 -0.7290 -3.4256
H 4.4430 -0.4152 2.5846
H 0.5966 0.0517 4.4733
H 3.3028 0.9545 4.4580
H 2.9698 2.7150 1.9724
N 0.5677 -4.4957 -6.1225
S 3.9550 1.7847 1.6826
N -6.6681 0.3238 2.0030
H 1.0016 -1.2619 -1.0497
H 2.4085 -1.9439 -5.6427
*
```

Output
* structure (SMILES): CC(=O)OCCCC[PH3]CCCS.CC#N.CC#N.CC#N
* orbital gap: 0.3115 Ha